--- a ---
The following is a DFT calculation (the ωB97M-V functional and the def2-TZVPD basis) of 2 unconnected molecules or ions with the total composition C9H14.

Properties
highest occupied orbital energy (spin up / spin down) = 1.01 / -3.47 eV
LUMO (spin up / spin down) = 4.0 / 3.9 eV
2S+1 = 2
orbital gap (spin up / spin down) = 3.015 / 7.350 eV
net charge = -1

CARTESIAN COORDINATES (ANGSTROEM)
C1 0.17 1.89 -2.12
C2 -1.30 -0.10 -1.65
C3 -0.03 0.47 -1.65
C4 -1.49 -1.45 -1.22
C5 1.08 -0.29 -1.22
C6 -0.35 -2.25 -0.95
C7 0.91 -1.68 -0.94
H1 -2.14 0.53 -1.90
H2 -2.46 -1.94 -1.32
H3 -0.65 2.55 -1.82
H4 0.28 1.91 -3.21
H5 2.06 0.14 -1.14
H6 -0.52 -3.31 -0.75
H7 1.76 -2.31 -0.68
H8 1.13 2.28 -1.74
C8 -0.23 -0.15 2.79
C9 0.68 1.06 2.77
H9 -0.40 -0.56 3.81
H10 -1.25 0.07 2.47
H11 0.04 -1.00 2.17
H12 0.83 1.42 1.76
H13 1.67 0.87 3.19
H14 0.21 1.87 3.34

=====

--- b ---
The following is a DFT calculation (the ωB97M-V functional and the def2-TZVPD basis) of 2 unconnected molecules or ions with the total composition C9H14.

Properties
highest occupied orbital energy (spin up / spin down) = 1.10 / -3.33 eV
LUMO (spin up / spin down) = 3.6 / 3.6 eV
2S+1 = 2
orbital gap (spin up / spin down) = 2.473 / 6.889 eV
net charge = -1

CARTESIAN COORDINATES (ANGSTROEM)
C1 2.94 -1.60 -1.87
C2 3.76 -2.60 -1.12
H1 2.54 -1.97 -2.79
H2 2.11 -1.26 -1.16
H3 3.32 -0.65 -2.15
H4 4.33 -2.07 -0.33
H5 4.57 -3.15 -1.63
H6 3.11 -3.43 -0.83
C3 -2.82 1.93 1.77
C4 -0.09 -0.10 -0.72
C5 -1.10 -0.76 -0.07
C6 0.28 1.10 -0.19
C7 -1.93 -0.16 0.86
C8 -0.55 1.78 0.78
C9 -1.76 1.21 1.11
H7 0.43 -0.57 -1.59
H8 -1.45 -1.77 -0.42
H9 1.25 1.45 -0.46
H10 -2.89 -0.67 1.01
H11 -0.35 2.79 1.07
H12 -3.29 2.77 1.19
H13 -2.37 2.38 2.72
H14 -3.71 1.41 2.16

=====

Here is how they stack up, most stable first: a, b.

=====

--- a ---
The following is a DFT calculation (the ωB97M-V functional and the def2-TZVPD basis) of a gas-phase ion, C6H13N4 (charge +1).

Properties
highest occupied orbital energy = -14.17 eV
LUMO = -4.0 eV
2S+1 = 1
orbital gap = 10.171 eV
net charge = +1
SMILES = C/[NH+]=C1\N(C)N=NC1(C)C

CARTESIAN COORDINATES (ANGSTROEM)
C1 -0.24 0.10 -0.11
C2 -0.79 0.15 1.36
C3 -0.25 -1.04 2.12
C4 -0.53 1.63 2.02
C5 -1.52 -0.35 -2.34
C6 1.70 -0.28 -1.76
N1 -2.11 0.02 1.10
N2 -2.45 -0.12 -0.04
N3 -1.39 -0.08 -0.88
N4 1.01 -0.10 -0.43
H1 -0.62 -0.69 3.12
H2 0.78 -1.07 1.96
H3 -0.80 -1.92 1.78
H4 -1.38 1.85 2.74
H5 -0.58 2.36 1.15
H6 0.49 1.68 2.45
H7 -1.20 -1.37 -2.63
H8 -2.56 -0.16 -2.57
H9 -0.81 0.37 -2.67
H10 2.66 0.18 -1.54
H11 1.10 0.15 -2.54
H12 1.69 -1.33 -1.76
H13 1.73 -0.16 0.21

=====

--- b ---
The following is a DFT calculation (the ωB97M-V functional and the def2-TZVPD basis) of a gas-phase ion, C6H13N4 (charge +1).

Properties
highest occupied orbital energy = -11.26 eV
LUMO = -2.7 eV
2S+1 = 1
orbital gap = 8.565 eV
net charge = +1
SMILES = Cn1cc(N)[nH]c1=[N+](C)C

CARTESIAN COORDINATES (ANGSTROEM)
C1 -2.23 -0.04 0.51
C2 -1.78 -1.18 1.11
C3 -0.03 -0.28 0.05
C4 -1.48 1.11 -1.45
C5 1.69 1.42 -0.47
C6 2.27 -0.95 0.02
N1 -1.17 0.47 -0.19
N2 -0.42 -1.25 0.90
N3 -2.47 -2.05 1.84
N4 1.22 0.06 -0.15
H1 -3.25 0.38 0.36
H2 -2.36 0.61 -1.84
H3 -1.70 2.21 -1.28
H4 -0.64 1.11 -2.16
H5 2.78 1.55 -0.40
H6 1.65 1.68 -1.54
H7 0.94 2.04 0.06
H8 3.13 -0.83 -0.80
H9 2.89 -0.92 0.93
H10 1.86 -1.94 -0.15
H11 0.18 -1.94 1.30
H12 -3.47 -1.86 1.98
H13 -1.93 -2.79 2.15

=====

--- c ---
The following is a DFT calculation (the ωB97M-V functional and the def2-TZVPD basis) of 3 unconnected molecules or ions with the total composition C6H13N4.

Properties
highest occupied orbital energy (spin up / spin down) = -12.83 / -12.83 eV
LUMO (spin up / spin down) = -4.9 / -4.9 eV
2S+1 = 1
orbital gap (spin up / spin down) = 7.969 / 7.968 eV
net charge = +1

CARTESIAN COORDINATES (ANGSTROEM)
C1 3.59 -0.08 -0.02
C2 2.38 0.61 -0.03
C3 2.14 -1.63 0.15
C4 -2.72 -1.78 0.06
C5 -1.31 -2.29 -0.13
C6 0.11 -0.30 0.27
N1 3.37 -1.45 -0.06
N2 1.41 -0.35 0.08
N3 -0.63 0.78 0.12
N4 -0.84 3.45 -0.15
H1 4.63 0.32 -0.16
H2 2.19 1.73 -0.07
H3 1.45 -2.50 0.23
H4 -3.04 -2.33 0.86
H5 -3.35 -1.77 -0.80
H6 -2.53 -0.79 0.37
H7 -0.91 -2.87 0.67
H8 -0.94 -2.35 -1.07
H9 -1.68 0.64 0.44
H10 -0.35 1.70 0.09
H11 -1.88 3.45 -0.30
H12 -0.59 4.27 0.49
H13 -0.50 3.52 -1.04

=====

Here is how they stack up, most stable first: b, a, c.

=====

--- a ---
The following is a DFT calculation (the ωB97M-V functional and the def2-TZVPD basis) of 2 unconnected molecules or ions with the total composition CH2BrCl2P.

Properties
highest occupied orbital energy (spin up / spin down) = -8.20 / -8.40 eV
LUMO (spin up / spin down) = -0.2 / -1.1 eV
2S+1 = 1
orbital gap (spin up / spin down) = 8.008 / 7.266 eV

CARTESIAN COORDINATES (ANGSTROEM)
C1 0.07 -0.53 0.46
P1 3.27 0.70 0.86
Cl1 3.94 -1.15 0.61
Cl2 3.16 1.21 -1.04
Br1 0.78 -1.94 -0.46
H1 -0.85 -0.71 1.12
H2 0.40 0.47 0.15

=====

--- b ---
The following is a DFT calculation (the ωB97M-V functional and the def2-TZVPD basis) of a molecular structure, CH2BrCl2P.

Properties
highest occupied orbital energy (spin up / spin down) = -9.97 / -9.97 eV
LUMO (spin up / spin down) = -2.3 / -2.3 eV
2S+1 = 1
orbital gap (spin up / spin down) = 7.700 / 7.698 eV

CARTESIAN COORDINATES (ANGSTROEM)
C1 0.51 -0.04 0.02
P1 1.11 -1.52 -0.89
Cl1 3.02 -1.27 -0.30
Cl2 0.46 -2.91 0.47
Br1 0.93 1.38 -2.17
H1 -0.52 -0.08 0.36
H2 1.08 0.75 0.43

=====

Here is how they stack up, most stable first: b, a.

=====

--- a ---
The following is a DFT calculation (the ωB97M-V functional and the def2-TZVPD basis) of C3H8S in the gas phase.

Properties
highest occupied orbital energy = -8.48 eV
LUMO = 0.9 eV
2S+1 = 1
orbital gap = 9.345 eV
SMILES = CCSC

CARTESIAN COORDINATES (ANGSTROEM)
C1 1.05 -1.51 -0.80
C2 -1.27 1.72 0.54
C3 0.52 -0.58 0.26
S1 -0.80 0.74 -0.91
H1 0.23 -2.01 -1.30
H2 1.61 -0.95 -1.55
H3 1.71 -2.26 -0.37
H4 -2.09 2.38 0.27
H5 -0.42 2.31 0.88
H6 -1.59 1.05 1.34
H7 1.22 0.12 0.68
H8 -0.18 -1.01 0.96

=====

--- b ---
The following is a DFT calculation (the ωB97M-V functional and the def2-TZVPD basis) of 2 unconnected molecules or ions with the total composition C3H8S.

Properties
highest occupied orbital energy = -9.03 eV
LUMO = 1.1 eV
2S+1 = 1
orbital gap = 10.134 eV
SMILES = C=C.CS

CARTESIAN COORDINATES (ANGSTROEM)
C1 3.92 2.19 -0.63
S1 2.48 2.32 -1.73
H1 3.93 1.15 -0.30
H2 4.84 2.48 -1.11
H3 3.74 2.76 0.27
H4 2.82 3.39 -2.46
C2 -4.86 -3.13 2.27
C3 -5.06 -4.44 2.23
H5 -5.21 -2.55 1.43
H6 -4.46 -2.72 3.18
H7 -5.57 -5.00 1.46
H8 -4.81 -5.00 3.13

=====

Here is how they stack up, most stable first: a, b.

=====

--- a ---
The following is a DFT calculation (the ωB97M-V functional and the def2-TZVPD basis) of C3H8S in the gas phase.

Properties
highest occupied orbital energy = -8.46 eV
LUMO = 1.1 eV
2S+1 = 1
orbital gap = 9.561 eV
SMILES = CCSC

CARTESIAN COORDINATES (ANGSTROEM)
C1 1.57 1.15 0.02
C2 0.16 0.64 -0.14
S1 -0.21 -0.72 1.10
C3 -1.47 -1.54 0.04
H1 1.97 0.99 1.05
H2 2.33 0.66 -0.60
H3 1.68 2.23 -0.19
H4 -0.55 1.44 0.04
H5 0.12 0.15 -1.11
H6 -2.39 -0.99 0.36
H7 -1.70 -2.51 0.50
H8 -1.49 -1.51 -1.07

=====

--- b ---
The following is a DFT calculation (the ωB97M-V functional and the def2-TZVPD basis) of C3H8S in the gas phase.

Properties
highest occupied orbital energy = -9.07 eV
LUMO = 0.9 eV
2S+1 = 1
orbital gap = 9.946 eV
SMILES = CCCS

CARTESIAN COORDINATES (ANGSTROEM)
C1 1.16 -0.23 1.18
C2 -0.20 -0.19 0.59
C3 -0.29 -0.07 -0.95
S1 -1.89 0.04 -1.79
H1 1.23 -0.04 2.24
H2 1.52 0.74 0.85
H3 1.86 -1.04 0.93
H4 -0.85 -1.14 0.82
H5 -0.78 0.74 0.98
H6 0.23 -0.95 -1.52
H7 0.42 0.74 -1.28
H8 -2.42 1.38 -2.04

=====

Here is how they stack up, most stable first: a, b.

=====

--- a ---
The following is a DFT calculation (the ωB97M-V functional and the def2-TZVPD basis) of 2 unconnected molecules or ions with the total composition C5H10N3S.

Properties
highest occupied orbital energy = -12.76 eV
LUMO = -5.2 eV
2S+1 = 1
orbital gap = 7.583 eV
net charge = +1

CARTESIAN COORDINATES (ANGSTROEM)
C1 -1.05 1.04 -1.70
C2 -0.85 2.71 0.04
C3 -0.70 0.53 -0.44
C4 -0.31 -1.40 1.06
C5 -0.43 -0.82 -0.27
N1 -0.64 1.49 0.50
N2 1.70 -0.92 -1.00
N3 0.46 -0.63 2.04
S1 -1.29 2.69 -1.71
H1 -1.19 0.47 -2.52
H2 -0.79 3.73 0.64
H3 -1.27 -1.74 1.52
H4 0.11 -2.37 0.92
H5 -0.66 -1.60 -1.05
H6 2.34 -0.66 -0.18
H7 2.15 -1.82 -1.34
H8 1.70 -0.06 -1.66
H9 0.66 -1.03 3.02
H10 0.06 0.38 2.16

=====

--- b ---
The following is a DFT calculation (the ωB97M-V functional and the def2-TZVPD basis) of 2 unconnected molecules or ions with the total composition C5H10N3S.

Properties
highest occupied orbital energy = -13.35 eV
LUMO = -5.4 eV
2S+1 = 1
orbital gap = 7.995 eV
net charge = +1

CARTESIAN COORDINATES (ANGSTROEM)
C1 -0.68 1.24 -1.09
C2 -1.74 0.93 -0.05
C3 -1.30 -0.13 0.86
C4 0.21 -0.73 0.57
C5 0.30 -0.81 -0.90
N1 0.09 0.34 -1.53
N2 -2.82 1.55 -0.16
N3 0.78 -1.79 -1.66
S1 3.16 0.38 0.90
H1 -0.69 2.27 -1.54
H2 -1.26 0.22 1.93
H3 -2.13 -0.88 0.73
H4 1.00 -0.17 0.99
H5 0.05 -1.68 1.21
H6 -3.43 1.53 0.61
H7 1.40 -2.60 -1.35
H8 1.06 -1.60 -2.63
H9 3.34 1.72 0.95
H10 2.65 0.19 2.16

=====

Here is how they stack up, most stable first: b, a.